Entry 1:
Here is a structure of composition C2H7N4 from the OMol25 dataset. Energies are from wB97M-V/def2-TZVPD.

Geometry as XYZ:
```
13
Properties=species:S:1:pos:R:3
C -1.31 -0.22 0.04
C 1.06 -0.97 -0.23
N -0.43 -1.15 0.14
N -2.46 0.08 -0.03
N 1.14 0.45 0.19
N -0.09 1.20 -0.07
H 1.81 -1.55 0.28
H 1.28 -1.05 -1.42
H -0.67 -2.16 0.24
H -2.95 0.93 0.09
H 1.10 0.47 1.18
H -0.24 2.07 0.44
H -0.32 1.35 -1.02
```

The calculation puts the energy relative to the best compared isomer or geometry (same formula, charge and spin) at 94.6 kcal per mole. Its total charge is +1. The HOMO energy is -14.22 eV. For the HOMO-LUMO gap, the calculation gives 10.77 eV. The calculation puts the largest force on an atom at 0.105 hartree/bohr.


Entry 2:
Here is a cluster of 2 separate species, C2H2N2O in total from the OMol25 dataset. Energies are from wB97M-V/def2-TZVPD.

Geometry as XYZ:
```
7
Properties=species:S:1:pos:R:3
C -2.28 -0.63 0.00
C 2.10 -0.36 -0.19
N -1.21 -0.71 0.35
N 1.08 -0.06 -0.75
O 3.07 -0.49 0.39
H -0.32 -0.54 0.75
H 0.94 0.00 -1.70
```

The calculation puts the energy relative to the best compared isomer or geometry (same formula, charge and spin) at 34.2 kcal per mole. The HOMO energy is -11.24 eV. For the HOMO-LUMO gap, the calculation gives 11.60 eV. The calculation puts the largest force on an atom at 0.085 hartree/bohr.


Entry 3:
Here is a cluster of 4 separate species, C2H13NO4 in total from the OMol25 dataset. Energies are from wB97M-V/def2-TZVPD.

Geometry as XYZ:
```
20
Properties=species:S:1:pos:R:3
C -0.89 2.02 -0.32
N -1.74 1.49 -1.41
C -1.53 0.06 -1.58
O -0.30 -0.13 -2.29
H -1.26 1.72 0.67
H -0.79 3.08 -0.42
H 0.10 1.60 -0.42
H -2.71 1.59 -1.12
H -1.51 -0.43 -0.61
H -2.34 -0.32 -2.19
H -0.26 0.68 -2.81
O 3.70 -0.30 0.85
H 3.71 -1.11 0.34
H 3.04 -0.47 1.53
O 1.00 -1.37 0.23
H 0.78 -0.76 -0.49
H 0.37 -2.09 0.13
O 0.15 -1.75 3.69
H -0.25 -1.18 3.02
H 0.73 -2.34 3.20
```

The calculation puts the energy relative to the best compared isomer or geometry (same formula, charge and spin) at 23.4 kcal per mole. The HOMO energy is -10.05 eV. For the HOMO-LUMO gap, the calculation gives 10.45 eV. The calculation puts the largest force on an atom at 0.016 hartree/bohr. As for the SMILES: CNCO.O.O.O.


Entry 4:
Here is the molecule C20H19F3N2O6S from the OMol25 dataset. Energies are from wB97M-V/def2-TZVPD.

Geometry as XYZ:
```
51
Properties=species:S:1:pos:R:3
O 3.85 -1.26 -1.01
C 2.82 -0.62 -0.95
C 2.90 0.92 -0.96
O 1.74 1.57 -1.44
C 1.03 2.30 -0.59
O 1.31 2.46 0.57
C -0.18 2.92 -1.26
C -0.09 4.42 -1.53
C -1.56 4.82 -1.58
C -2.21 3.95 -0.50
N -1.28 2.85 -0.32
S -1.69 1.36 0.24
O -0.83 0.42 -0.44
O -3.11 1.18 0.16
C -1.22 1.38 1.97
C -0.82 2.53 2.62
C -0.45 2.47 3.96
C -0.48 1.26 4.63
C -0.87 0.10 3.99
C -1.24 0.18 2.65
F -1.63 -0.93 2.01
N 1.57 -1.11 -0.85
C 1.19 -2.46 -0.79
C 2.09 -3.51 -0.91
C 1.63 -4.82 -0.85
C 0.28 -5.07 -0.67
O -0.19 -6.40 -0.57
C -0.37 -7.05 -1.71
F -1.24 -6.42 -2.55
F 0.77 -7.19 -2.45
C -0.62 -4.03 -0.56
C -0.17 -2.72 -0.62
H 3.11 1.25 0.07
H 3.74 1.20 -1.61
H -0.39 2.36 -2.18
H 0.42 4.91 -0.70
H 0.45 4.64 -2.46
H -1.98 4.58 -2.56
H -1.71 5.88 -1.40
H -2.31 4.50 0.45
H -3.19 3.57 -0.79
H -0.78 3.46 2.08
H -0.14 3.37 4.47
H -0.19 1.22 5.67
H -0.90 -0.85 4.49
H 0.79 -0.46 -0.78
H 3.14 -3.31 -1.05
H 2.33 -5.64 -0.94
H -0.76 -8.06 -1.50
H -1.67 -4.24 -0.43
H -0.86 -1.90 -0.53
```

The HOMO energy is -8.36 eV. For the HOMO-LUMO gap, the calculation gives 8.82 eV. The calculation puts the largest force on an atom at 0.030 hartree/bohr. As for the SMILES: O=C(COC(=O)[C@@H]1CCCN1S(=O)(=O)c1ccccc1F)Nc1ccc(OC(F)F)cc1.


Entry 5:
Here is the molecule C6H11N3 from the OMol25 dataset. Energies are from wB97M-V/def2-TZVPD.

Geometry as XYZ:
```
20
Properties=species:S:1:pos:R:3
N 2.55 -1.07 -0.08
C 1.73 -0.32 -0.99
C 0.45 0.14 -0.29
N 0.50 1.46 0.32
C -0.51 1.18 -0.67
C -1.98 0.95 -0.13
C -1.89 -0.45 0.60
N -0.95 -0.43 1.76
C -0.47 -0.88 0.47
H 3.09 -0.48 0.50
H 2.03 -1.76 0.52
H 1.50 -0.88 -1.86
H 2.30 0.52 -1.46
H 1.30 1.99 -0.01
H -0.42 1.58 -1.65
H -2.70 0.80 -0.96
H -2.26 1.83 0.61
H -2.90 -0.99 0.60
H -1.07 -1.24 2.36
H -0.29 -1.95 0.36
```

The calculation puts the energy relative to the best compared isomer or geometry (same formula, charge and spin) at 75.2 kcal per mole. The HOMO energy is -8.88 eV. For the HOMO-LUMO gap, the calculation gives 9.87 eV. The calculation puts the largest force on an atom at 0.049 hartree/bohr. As for the SMILES: NC[C@@]12N[C@@H]1C[C@@H]1N[C@@H]12.


Entry 6:
Here is a cluster of 8 separate species, C39H60Cl2F4NO24 in total from the OMol25 dataset. Energies are from wB97M-V/def2-TZVPD.

Geometry as XYZ:
```
130
Properties=species:S:1:pos:R:3
C -1.28 -0.85 3.48
C -1.04 -0.42 2.03
Cl -1.84 -1.57 0.91
C -1.44 1.02 1.75
Cl -3.10 1.38 2.40
C -1.20 1.45 0.28
O -0.13 2.38 0.20
C -0.37 3.77 0.38
C 0.11 4.57 -0.86
C -0.35 4.05 -2.21
O -1.74 4.37 -2.47
C -1.81 4.02 0.86
C -2.22 5.50 0.99
F -1.16 6.19 1.43
F -2.59 6.02 -0.21
C -3.40 5.70 1.98
F -4.12 6.76 1.60
F -2.89 5.92 3.20
N -2.83 3.30 0.02
C -2.35 1.98 -0.57
O -3.42 1.10 -0.64
H -2.29 -1.26 3.59
H -0.58 -1.64 3.73
H -1.14 -0.01 4.16
H 0.03 -0.48 1.83
H -0.75 1.61 2.36
H -0.85 0.57 -0.27
H 0.25 4.08 1.23
H -0.17 5.63 -0.77
H 1.21 4.55 -0.85
H 0.28 4.42 -3.02
H -0.29 2.96 -2.25
H -1.85 5.32 -2.34
H -1.91 3.62 1.87
H -4.05 4.82 2.05
H -3.63 3.05 0.60
H -3.15 3.90 -0.75
H -1.97 2.21 -1.56
H -3.91 1.23 -1.46
C 1.14 -6.46 0.03
C 0.79 -5.10 0.55
C 1.88 -4.04 0.41
O 1.57 -3.16 1.51
C 0.96 -3.90 2.46
O 0.74 -3.51 3.58
O 0.62 -5.10 1.99
H 0.45 -7.21 0.42
H 1.10 -6.47 -1.05
H 2.15 -6.74 0.34
H -0.15 -4.74 0.12
H 1.84 -3.49 -0.52
H 2.88 -4.44 0.56
C -5.65 -6.00 1.91
C -4.21 -6.44 1.99
C -3.17 -5.37 1.74
O -2.08 -6.13 1.21
C -2.60 -7.24 0.61
O -1.99 -7.97 -0.09
O -3.90 -7.37 0.94
H -6.31 -6.86 1.85
H -5.92 -5.43 2.80
H -5.82 -5.38 1.03
H -4.02 -6.94 2.94
H -2.84 -4.84 2.63
H -3.50 -4.65 0.98
C 5.23 -0.37 4.64
C 3.73 -0.29 4.69
C 2.97 -1.29 3.83
O 1.77 -0.56 3.53
C 2.06 0.75 3.58
O 1.32 1.61 3.18
O 3.26 0.96 4.12
H 5.67 0.53 5.07
H 5.57 -1.23 5.22
H 5.59 -0.47 3.62
H 3.37 -0.32 5.72
H 2.71 -2.22 4.33
H 3.49 -1.50 2.90
C 0.82 -5.74 -5.43
C 1.96 -5.06 -4.74
C 3.36 -5.50 -5.15
O 4.11 -5.27 -3.94
C 3.26 -5.36 -2.90
O 3.60 -5.43 -1.76
O 1.98 -5.38 -3.33
H -0.11 -5.55 -4.90
H 0.72 -5.36 -6.45
H 0.97 -6.82 -5.47
H 1.88 -3.97 -4.82
H 3.79 -4.93 -5.96
H 3.39 -6.56 -5.37
C 4.90 -8.15 -0.15
C 6.37 -8.47 -0.05
C 7.31 -7.29 -0.21
O 8.48 -7.91 -0.76
C 8.08 -9.02 -1.43
O 8.77 -9.65 -2.16
O 6.78 -9.30 -1.15
H 4.32 -9.06 -0.29
H 4.56 -7.66 0.77
H 4.71 -7.49 -0.99
H 6.59 -9.01 0.88
H 7.57 -6.80 0.73
H 6.93 -6.57 -0.92
C 2.12 8.04 -5.99
C 2.03 6.62 -6.50
C 0.82 6.28 -7.34
O 0.65 4.88 -7.07
C 1.18 4.62 -5.86
O 1.05 3.60 -5.26
O 1.87 5.69 -5.41
H 2.87 8.11 -5.20
H 2.40 8.71 -6.80
H 1.16 8.36 -5.58
H 2.95 6.35 -7.03
H 0.95 6.44 -8.40
H -0.07 6.81 -6.99
C -4.67 9.67 2.88
C -5.92 10.21 3.52
C -7.13 9.30 3.49
O -8.22 10.23 3.48
C -7.77 11.38 2.91
O -8.46 12.28 2.57
O -6.42 11.34 2.79
H -3.95 10.48 2.73
H -4.21 8.92 3.53
H -4.89 9.22 1.92
H -5.73 10.54 4.55
H -7.22 8.65 4.36
H -7.17 8.71 2.57
```

Its total charge is +1. The HOMO energy is -11.85 eV. For the HOMO-LUMO gap, the calculation gives 9.29 eV. The calculation puts the largest force on an atom at 0.011 hartree/bohr.


Entry 7:
Here is a structure of composition C48H65CoNO5P4 from the OMol25 dataset. Energies are from wB97M-V/def2-TZVPD.

Geometry as XYZ:
```
124
Properties=species:S:1:pos:R:3
Co -0.23 0.21 0.12
C 1.19 -0.22 3.38
P -0.27 0.10 2.34
C -1.56 -1.01 2.96
C -0.70 1.76 2.95
C -1.13 2.01 4.25
C -1.33 3.31 4.68
C -1.09 4.37 3.82
C -0.66 4.13 2.52
C -0.47 2.83 2.08
P 0.01 2.41 0.38
C -1.19 3.32 -0.63
C 1.55 3.32 0.08
H 0.90 -0.29 4.43
H 1.89 0.61 3.25
H 1.68 -1.14 3.08
H -1.74 -0.90 4.03
H -1.24 -2.03 2.76
H -2.47 -0.81 2.40
H -1.32 1.19 4.93
H -1.67 3.50 5.69
H -1.24 5.39 4.15
H -0.48 4.97 1.85
H -1.18 4.38 -0.36
H -2.19 2.93 -0.47
H -0.93 3.23 -1.68
H 1.38 4.39 0.17
H 1.92 3.09 -0.92
H 2.31 3.01 0.81
O -2.46 1.01 -6.25
C -1.26 1.04 -5.95
O -0.23 1.07 -6.65
C -0.98 0.96 -4.43
C 0.33 1.00 -3.97
C 0.59 0.78 -2.63
N -0.40 0.56 -1.76
C -1.68 0.61 -2.17
C -2.00 0.79 -3.50
C -2.71 0.52 -1.06
O -3.88 0.75 -1.30
O -2.21 0.25 0.11
H 1.13 1.16 -4.68
H 1.59 0.80 -2.23
H -3.03 0.81 -3.82
C 3.39 -1.08 -0.28
P 3.79 0.47 0.60
C 4.42 1.53 -0.75
C 4.30 1.21 -2.10
C 4.69 2.11 -3.08
C 5.22 3.34 -2.73
C 5.36 3.67 -1.38
C 4.95 2.78 -0.41
C 5.34 -0.06 1.43
C 6.59 -0.01 0.83
C 7.71 -0.49 1.49
C 7.59 -1.03 2.77
C 6.34 -1.08 3.38
C 5.23 -0.59 2.71
H 4.21 -1.46 -0.89
H 2.49 -0.97 -0.88
H 3.16 -1.82 0.50
H 3.90 0.25 -2.40
H 4.58 1.85 -4.13
H 5.52 4.05 -3.49
H 5.78 4.63 -1.10
H 5.05 3.05 0.64
H 6.70 0.41 -0.17
H 8.68 -0.44 1.02
H 8.46 -1.40 3.28
H 6.24 -1.49 4.37
H 4.26 -0.62 3.20
O -0.26 -1.96 -0.55
P -0.35 -3.41 -0.97
C 0.62 -4.55 0.09
C 0.32 -4.33 1.59
C 1.41 -3.51 2.25
C 2.75 -4.26 2.25
C 2.90 -5.13 1.00
C 2.14 -4.53 -0.18
C 0.35 -3.78 -2.65
C 1.53 -2.83 -2.99
C 1.76 -2.75 -4.50
C 0.55 -2.18 -5.26
C -0.75 -2.49 -4.52
C -0.62 -3.85 -3.85
C -2.00 -4.23 -1.04
C -3.09 -3.33 -1.65
C -3.81 -2.48 -0.61
C -4.41 -3.33 0.50
C -3.29 -4.10 1.20
C -2.55 -4.97 0.20
H 0.26 -5.55 -0.19
H 0.23 -5.30 2.09
H -0.65 -3.84 1.72
H 1.12 -3.26 3.28
H 1.49 -2.57 1.70
H 2.83 -4.88 3.14
H 3.57 -3.54 2.31
H 2.51 -6.14 1.19
H 3.95 -5.26 0.74
H 2.36 -5.07 -1.09
H 2.48 -3.51 -0.33
H 0.74 -4.79 -2.49
H 2.44 -3.17 -2.50
H 1.30 -1.83 -2.60
H 2.01 -3.75 -4.87
H 2.65 -2.13 -4.70
H 0.51 -2.61 -6.26
H 0.65 -1.11 -5.41
H -1.60 -2.46 -5.20
H -0.95 -1.73 -3.75
H -0.19 -4.55 -4.57
H -1.58 -4.28 -3.57
H -1.76 -5.02 -1.76
H -3.82 -3.99 -2.15
H -2.68 -2.68 -2.43
H -4.57 -1.87 -1.10
H -3.10 -1.80 -0.16
H -5.15 -4.03 0.10
H -4.94 -2.69 1.21
H -3.68 -4.72 2.00
H -2.61 -3.37 1.65
H -3.26 -5.70 -0.19
H -1.77 -5.55 0.69
```

The spin multiplicity is 2. Its expectation value of S² is 0.764. The calculation puts the energy relative to the best compared isomer or geometry (same formula, charge and spin) at 0.0 kcal per mole. The HOMO energy (spin up / spin down) is -7.46 / -7.46 eV. For the HOMO-LUMO gap (spin up / spin down), the calculation gives 7.42 / 7.58 eV. The calculation puts the largest force on an atom at 0.009 hartree/bohr.


Entry 8:
Here is the molecule C23H18N2O4 from the OMol25 dataset. Energies are from wB97M-V/def2-TZVPD.

Geometry as XYZ:
```
47
Properties=species:S:1:pos:R:3
C 4.95 -4.27 1.50
C 3.59 -3.70 1.88
C 3.52 -2.86 3.06
C 2.43 -2.22 3.56
C 1.27 -2.45 2.94
C 1.21 -3.11 1.74
C 2.37 -3.78 1.22
C 2.41 -4.53 -0.10
N 1.30 -4.25 -0.92
C 1.18 -3.10 -1.64
O 2.17 -2.63 -2.15
O 0.00 -2.40 -1.50
C -0.08 -1.08 -1.62
C -1.30 -0.56 -1.92
C -1.49 0.77 -2.10
C -0.46 1.64 -1.82
C -0.64 3.08 -2.09
O 0.25 3.67 -2.71
C -1.89 3.75 -1.56
N -2.90 3.14 -0.85
C -3.73 4.05 -0.41
C -5.02 4.08 0.20
C -5.62 5.31 0.49
C -4.94 6.56 0.31
C -3.59 6.46 -0.24
C -3.12 5.24 -0.72
O -1.97 5.14 -1.43
C 0.74 1.12 -1.47
C 0.96 -0.22 -1.27
H 5.66 -4.33 2.42
H 5.33 -3.72 0.62
H 4.80 -5.25 1.11
H 4.55 -2.71 3.48
H 2.58 -1.63 4.48
H 0.42 -1.91 3.23
H 0.28 -3.04 1.22
H 2.44 -5.62 0.00
H 3.22 -4.19 -0.64
H 0.43 -4.65 -0.63
H -2.04 -1.27 -2.31
H -2.52 1.10 -2.36
H -5.44 3.07 0.26
H -6.59 5.28 0.76
H -5.34 7.50 0.69
H -2.91 7.36 -0.40
H 1.62 1.78 -1.42
H 1.94 -0.58 -0.90
```

The calculation puts the energy relative to the best compared isomer or geometry (same formula, charge and spin) at 90.9 kcal per mole. The HOMO energy is -8.89 eV. For the HOMO-LUMO gap, the calculation gives 7.98 eV. The calculation puts the largest force on an atom at 0.124 hartree/bohr. As for the SMILES: Cc1ccccc1CNC(=O)Oc1ccc(C(=O)c2nc3ccccc3o2)cc1.